No. 1
C9H7F3OS | ωB97M-V/def2-TZVPD

Calculated values
- LUMO energy: -0.052 hartree
- E_tot: -1120.0003 Ha
- Relative energy (zero: lowest compared OMol25 entry of this formula, charge and spin): 34.8 kcal per mole
- Highest occupied orbital energy: -9.2 eV
- Max |F|: 0.07656 Eh/bohr
- Orbital gap: 7.79 eV

Element x y z (Å)
C 2.49 0.11 -0.05
C 1.75 1.22 0.22
C 1.88 -1.20 -0.08
C -1.30 -0.61 1.02
C -0.66 1.48 -0.75
C 0.34 1.42 0.40
C 0.56 -1.25 -0.83
C -0.53 0.27 0.12
C -2.69 -0.85 0.44
O -0.83 -1.14 2.00
F 3.85 0.18 -0.22
F 2.49 2.43 0.25
F 0.64 -0.74 -2.08
S 2.54 -2.51 0.56
H -1.50 2.31 -0.68
H -0.31 1.51 -1.78
H 0.06 2.04 1.24
H -0.10 -2.18 -0.77
H -3.20 -1.61 0.94
H -2.39 -1.01 -0.68
H -3.09 0.16 0.73

---

No. 2
C9H7F6IMoN4O9S2 | ωB97M-V/def2-TZVPD

Calculated values
- LUMO energy: -0.270 hartree
- E_tot: -3004.2556 Ha
- Net charge: +2
- Highest occupied orbital energy: -14.3 eV
- Max |F|: 0.00991 Eh/bohr
- Orbital gap: 6.94 eV

Element x y z (Å)
Mo -0.72 1.85 -0.22
F -1.80 -0.30 -3.13
C -2.92 0.34 -3.44
F -3.83 -0.51 -3.86
F -2.67 1.25 -4.36
S -3.55 1.20 -1.93
O -2.37 2.03 -1.51
O -4.69 1.95 -2.30
N -3.88 0.08 -0.88
S -2.87 -0.46 0.18
O -1.47 -0.17 -0.21
O -3.20 -0.13 1.53
C -2.99 -2.29 -0.02
F -2.11 -2.84 0.80
F -2.69 -2.61 -1.27
F -4.21 -2.68 0.28
O 4.67 -4.69 -0.79
C 4.53 -3.48 -0.40
O 3.38 -3.16 0.08
C 5.44 -2.38 -0.37
C 6.71 -1.89 -0.60
N 6.65 -0.61 -0.18
N 5.46 -0.22 0.30
C 4.73 -1.30 0.18
C 3.36 -1.71 0.50
O 2.39 -1.28 0.95
O 0.89 1.58 -0.32
H 5.55 -4.90 -1.14
H 7.62 -2.31 -1.01
H 7.41 0.06 -0.19
N -0.78 6.13 0.08
C -0.84 4.86 0.43
O -0.74 3.97 -0.44
C -1.00 4.58 1.91
I -1.37 2.50 2.26
H -0.67 6.36 -0.89
H -0.87 6.88 0.75
H -1.84 5.13 2.32
H -0.09 4.85 2.45

---

No. 3
C9H7N2O3 | ωB97M-V/def2-TZVPD

Calculated values
- LUMO energy (alpha / beta): -0.187 / -0.187 hartree
- E_tot: -681.9725 Ha
- Relative energy (zero: lowest compared OMol25 entry of this formula, charge and spin): 24.3 kcal per mole
- Structure (SMILES): O=[N+]1OCC2=COc3ccccc3N21
- Net charge: +1
- Highest occupied orbital energy (alpha / beta): -12.7 / -12.7 eV
- Max |F|: 0.02712 Eh/bohr
- Orbital gap (alpha / beta): 7.58 / 7.57 eV

Element x y z (Å)
C 2.28 1.85 0.00
C 3.10 0.73 0.00
C 0.90 1.72 0.00
C 2.55 -0.54 0.00
C 0.34 0.44 0.00
C 1.17 -0.70 0.00
C -0.65 -2.14 0.00
C -1.51 -1.12 0.00
C -3.01 -0.99 0.00
N -1.05 0.20 0.00
N -2.01 1.06 0.00
O -1.95 2.25 0.00
O 0.67 -1.97 0.00
O -3.21 0.42 0.00
H 2.71 2.84 0.00
H 4.17 0.84 0.00
H 0.27 2.59 0.00
H 3.16 -1.43 0.00
H -0.96 -3.18 0.00
H -3.48 -1.42 -0.89
H -3.48 -1.42 0.89

---

No. 4
C9H7N5 | ωB97M-V/def2-TZVPD

Calculated values
- LUMO energy: -0.009 hartree
- E_tot: -620.8857 Ha
- Relative energy (zero: lowest compared OMol25 entry of this formula, charge and spin): 12.0 kcal per mole
- Structure (SMILES): N#Cc1ncccn1.c1cncnc1
- Highest occupied orbital energy: -9.7 eV
- Max |F|: 0.05483 Eh/bohr
- Orbital gap: 9.40 eV

Element x y z (Å)
C -1.78 -1.52 0.74
C 1.76 -1.59 -0.47
C 2.15 -0.30 -0.71
C 1.56 -1.99 0.85
C 1.70 0.18 1.48
C -1.00 1.13 -1.56
C -2.18 2.02 0.27
C -1.46 2.25 -0.86
C -1.65 -0.21 0.15
N -1.89 -2.62 1.01
N 2.19 0.56 0.28
N 1.49 -1.10 1.82
N -1.07 -0.10 -0.99
N -2.32 0.76 0.78
H 1.65 -2.34 -1.33
H 2.49 -0.07 -1.66
H 1.44 -3.12 0.99
H -0.71 1.04 -2.60
H -2.59 2.87 0.87
H 1.66 0.95 2.30
H -1.43 3.23 -1.36

---

Which of these has the lowest max |F|? C9H7F6IMoN4O9S2

---

E_tot of number 2 (C9H7F6IMoN4O9S2)? -3004.2556 Ha